Below is an isolated ion of composition C3NO5 and charge -1 in a non-equilibrium geometry, with properties calculated with the ωB97M-V functional and the def2-TZVPD basis.

Each atom is followed by the atoms it is bonded to, with distances in Å.
Geometry (Å):
1 O -1.885 0.818 -1.293  C2 1.192
2 C -1.562 0.320 -0.260  O1 1.192, O3 1.248, C4 1.686
3 O -1.878 0.473 0.938  C2 1.248
4 C -0.375 -0.873 -0.150  C2 1.686, O5 1.181, C6 1.537
5 O -0.482 -2.045 -0.050  C4 1.181
6 C 0.877 -0.108 0.310  C4 1.537, O7 1.422, N8 1.423, O9 1.470
7 O 1.104 1.293 0.219  C6 1.422, N8 1.413
8 N 1.940 0.400 -0.488  C6 1.423, O7 1.413, O9 1.466
9 O 2.261 -0.278 0.773  C6 1.470, N8 1.466

The value obtained for the HOMO energy is -4.68 eV. Its gap between HOMO and LUMO is 8.645 eV. Its total charge is -1. The value obtained for the calculated total energy is -14834.2976 eV. As for the spin multiplicity: 1. For the energy relative to the best compared isomer or geometry (same formula, charge and spin), the calculation gives 161.65 kcal/mol.

Atomic partial charges in e from the Löwdin method, atoms 1 to 4: 0.031, -0.694, -0.012, -0.223